[1]
Here is a molecular structure, C31H52ClN5Os in a non-equilibrium geometry from the OMol25 dataset. Energies are from wB97M-V/def2-TZVPD.

Results
Net charge: -2
E: -55426.8507 eV
Lowest unoccupied orbital energy (alpha / beta): 3.8 / 4.1 eV
Multiplicity: 5

CARTESIAN COORDINATES (ANGSTROEM)
Os  0.24164  -0.26543  -0.89931
Cl  0.16394  -0.34973  -3.33711
C  2.51544  -3.92213  -1.12621
C  1.60884  -1.84023  -0.94301
N  1.34534  -3.17953  -1.12201
H  4.59424  -3.23893  -0.90761
N  2.98294  -1.78903  -0.83691
H  2.53444  -4.98953  -1.24991
C  -0.00806  -3.82373  -1.27621
C  0.16434  -5.30533  -1.63991
C  -0.75326  -3.73053  0.05979
H  0.61044  -5.88413  -0.82471
H  -0.83206  -5.71453  -1.82881
H  0.75904  -5.43633  -2.54961
H  -1.59446  -3.75803  -2.73411
H  -0.08686  -2.96963  -3.26971
H  -0.62446  -2.74873  0.51479
C  -0.75386  -3.13223  -2.41821
H  -0.37236  -4.48083  0.76029
H  -1.82006  -3.91383  -0.10431
H  -1.12666  -2.15583  -2.10631
C  3.53654  -3.05473  -0.95381
C  3.95694  -0.12313  0.72249
H  4.11584  -0.98103  1.38179
H  4.79834  0.56757  0.83059
C  3.85494  -0.56203  -0.73661
H  3.70334  1.49437  -1.38391
C  5.27004  -0.89613  -1.23161
H  5.26494  -1.40983  -2.19801
H  3.03974  0.38047  1.03529
H  2.16604  0.58817  -1.50101
H  5.82504  -1.49573  -0.50261
H  5.80264  0.04937  -1.36721
C  3.24924  0.52817  -1.62871
H  3.45104  0.30547  -2.68201
C  -3.05606  2.51467  -1.08581
N  -2.50496  1.24457  -1.01631
H  -2.04856  4.46907  -1.10351
N  -0.86116  2.65657  -0.99861
H  -4.11426  2.69297  -1.14171
C  -3.36876  0.01177  -1.11681
C  -4.81506  0.36577  -0.74001
C  -3.32976  -0.48123  -2.56831
H  -5.31866  0.95007  -1.51651
H  -5.36516  -0.57293  -0.62931
H  -4.86756  0.90317  0.21259
H  -3.37986  -1.99153  -0.33601
H  -3.07126  -0.74813  0.89919
H  -2.34476  -0.32463  -3.01391
C  -2.86996  -1.04513  -0.13371
H  -4.06136  0.06827  -3.17041
H  -3.58286  -1.54633  -2.59921
H  -1.79286  -1.19003  -0.24161
C  -2.03166  3.39517  -1.06951
C  1.18164  3.12607  -2.30091
H  0.73374  3.78147  -3.05341
H  2.24544  3.36537  -2.20351
C  0.49384  3.31387  -0.94791
H  2.29744  3.14307  0.22769
C  0.32774  4.81917  -0.69611
H  -0.25276  5.02757  0.20849
H  1.07234  2.10087  -2.65651
H  1.37114  1.62677  0.11419
H  -0.13006  5.32857  -1.55001
H  1.32694  5.23947  -0.55121
C  1.29244  2.70917  0.21189
H  0.80114  2.92777  1.16579
C  -1.12816  1.30647  -0.96481
C  -2.48576  2.16957  4.52539
N  -1.96016  2.34677  3.16049
C  -0.83986  3.28067  3.10989
C  -1.88546  1.15057  2.26849
C  -0.70086  0.17607  2.42929
C  -0.55636  -0.26393  3.77079
C  0.42424  -1.14053  4.17939
C  1.30154  -1.64223  3.26119
C  1.18314  -1.29393  1.92719
C  0.20414  -0.39853  1.39819
H  -2.98556  3.10767  4.84569
H  -1.67156  1.98407  5.25829
H  -3.24866  1.36327  4.56679
H  0.11634  2.75997  3.33119
H  -0.84776  3.77957  2.12519
H  -0.97126  4.09917  3.85079
H  -2.81486  0.58287  2.46289
H  -1.94296  1.51497  1.26329
H  -1.21746  0.04717  4.54819
H  0.49594  -1.43953  5.21799
H  2.07034  -2.33713  3.57759
H  1.90154  -1.79683  1.34199

---

[2]
Here is a single C6H10O3S molecule in a non-equilibrium geometry from the OMol25 dataset. Energies are from wB97M-V/def2-TZVPD.

Results
Relative energy (zero: lowest compared OMol25 entry of this formula, charge and spin): 24.9 kJ/mol
E: -23355.6635 eV
Lowest unoccupied orbital energy (alpha / beta): 0.8 / -1.1 eV
Multiplicity: 3

CARTESIAN COORDINATES (ANGSTROEM)
C  0.05502  -0.05929  1.96451
C  -0.46930  1.23151  1.34872
C  -0.73790  1.35284  -0.17684
C  0.27433  0.49977  -0.89955
C  0.17393  -1.10722  -0.90002
C  0.71900  -1.89550  0.19950
O  1.44346  -1.22416  3.66731
O  1.91522  1.32060  3.17804
O  1.24988  -2.88752  0.41241
S  1.86659  0.02645  2.56696
H  -1.34652  1.54540  1.94109
H  0.18998  1.97469  1.80051
H  -1.74967  1.09044  -0.29755
H  -0.57541  2.41239  -0.39672
H  0.17796  0.62545  -1.99560
H  1.29506  0.75139  -0.55968
H  -0.88545  -1.33746  -0.80562
H  0.48434  -1.52117  -1.80774
H  -0.43917  -0.42778  2.87997
H  1.63296  -2.08409  3.18815

---

[3]
Here is a single C4H8N4 molecule in a non-equilibrium geometry from the OMol25 dataset. Energies are from wB97M-V/def2-TZVPD.

Results
Relative energy (zero: lowest compared OMol25 entry of this formula, charge and spin): 447.2 kJ/mol
E: -10233.6071 eV
SMILES string: C1=C\NNCC/N=N/1
Lowest unoccupied orbital energy: 0.8 eV

CARTESIAN COORDINATES (ANGSTROEM)
C  0.31433  0.46454  1.86306
C  0.99307  -0.66341  1.47998
N  1.07487  -1.21983  0.15481
N  0.26942  -1.20366  -0.97122
C  -0.10013  0.04848  -1.73689
C  -1.18652  0.95870  -1.22476
N  -1.15969  0.62103  0.18299
N  -0.26489  1.26972  0.77245
H  0.28324  0.74077  2.96982
H  1.66907  -1.24734  2.16707
H  1.70875  -1.94203  0.09634
H  -0.65542  -1.70381  -0.78124
H  -0.24498  -0.24875  -2.80176
H  0.77540  0.67566  -1.80574
H  -1.02478  2.00493  -1.40275
H  -2.07368  0.59991  -1.70320

---

[4]
Here is a molecular structure, C16H21Cl8N3O in a non-equilibrium geometry from the OMol25 dataset. Energies are from wB97M-V/def2-TZVPD.

Results
Relative energy (zero: lowest compared OMol25 entry of this formula, charge and spin): 1828.5 kJ/mol
E: -123606.9600 eV
Lowest unoccupied orbital energy: 0.1 eV

CARTESIAN COORDINATES (ANGSTROEM)
N  3.65776  -1.43032  -0.68944
C  4.93436  -0.89732  -0.82818
C  5.08196  0.11520  0.12556
C  3.87536  0.24994  0.79710
C  3.01520  -0.65137  0.28670
H  3.32382  -2.29077  -1.09958
H  5.60601  -1.22310  -1.60866
H  5.98882  0.65800  0.34777
H  3.75813  1.03150  1.53317
H  1.99855  -0.89663  0.55626
N  -1.48157  -1.95111  -2.38990
C  -1.91912  -3.02398  -1.58751
C  -2.16748  -4.12517  -2.42058
C  -1.93053  -3.72132  -3.73992
C  -1.58973  -2.34785  -3.71355
H  -1.24078  -1.00944  -2.11535
H  -1.96718  -3.07224  -0.50966
H  -2.47193  -5.11849  -2.12557
H  -2.01403  -4.40874  -4.56871
H  -1.35783  -1.57042  -4.42644
N  0.62083  4.98456  0.67659
C  0.42885  5.18725  1.99546
C  -0.13253  3.94211  2.51712
C  -0.22088  3.11069  1.42002
C  0.19543  3.73182  0.21118
H  1.05802  5.71344  0.13098
H  0.86008  6.00681  2.55114
H  -0.34220  3.78890  3.56544
H  -0.56245  2.08827  1.48608
H  0.38713  3.26497  -0.74365
C  0.22702  -0.06940  0.00848
Cl  -0.87739  -1.31729  -0.43731
Cl  0.90812  -0.28238  1.63209
Cl  1.39241  0.04430  -1.28288
Cl  -0.87403  1.27275  0.10466
C  1.36409  1.86416  3.22080
Cl  2.31225  0.62880  4.01730
Cl  -0.37544  1.46667  3.43881
Cl  1.82256  3.50831  3.78410
Cl  1.77223  1.60779  1.54701
C  -4.21506  -1.28365  -0.90142
C  -3.25992  -1.70514  0.17176
O  -3.48048  -3.05617  0.48646
H  -4.05950  -1.76501  -1.86692
H  -4.08507  -0.26048  -1.25403
H  -5.24705  -1.16118  -0.57265
H  -3.41493  -1.11101  1.07237
H  -2.25888  -1.40920  -0.14198
H  -3.04278  -3.10722  1.33935

---

[5]
Here is 3 unconnected molecules or ions with the total composition H6O3 in a non-equilibrium geometry from the OMol25 dataset. Energies are from wB97M-V/def2-TZVPD.

Results
Relative energy (zero: lowest compared OMol25 entry of this formula, charge and spin): 154.6 kJ/mol
E: -6238.6513 eV
SMILES string: O.O.O
Lowest unoccupied orbital energy: 0.4 eV

CARTESIAN COORDINATES (ANGSTROEM)
O  11.45200  9.20900  25.41000
H  12.13700  9.41400  25.01700
H  10.63100  9.68900  25.07600
O  9.93200  12.62900  24.13000
H  10.60500  12.87800  24.80800
H  10.20600  12.10700  23.41700
O  12.11700  6.93500  26.85000
H  11.71400  7.47400  26.21700
H  12.30700  6.06700  26.56600

---

[6]
Here is a molecular structure, C4H9N3 in a non-equilibrium geometry from the OMol25 dataset. Energies are from wB97M-V/def2-TZVPD.

Results
Relative energy (zero: lowest compared OMol25 entry of this formula, charge and spin): 395.7 kJ/mol
E: -8760.4235 eV
Lowest unoccupied orbital energy: 0.8 eV

CARTESIAN COORDINATES (ANGSTROEM)
C  -0.32038  -0.91316  -1.06881
C  0.79883  -0.48213  -0.29736
N  1.63219  -1.39501  0.24322
N  0.10679  1.90030  -0.26573
C  0.57356  0.74093  0.40909
C  -1.14978  -0.27979  0.52506
N  -2.24716  0.36726  0.49295
H  1.53575  -2.37249  0.02228
H  2.20413  -1.15023  1.03518
H  0.81623  2.58296  -0.49500
H  -0.63464  2.36108  0.26108
H  -2.44068  0.95143  -0.31014
H  -0.36567  -1.95458  -1.37163
H  -0.72185  -0.19084  -1.76652
H  1.16491  0.87975  1.31643
H  -0.95222  -1.04547  1.26992